{"formula": "C38H70Br2N2O7", "method": "ωB97M-V/def2-TZVPD", "orbital_gap_ev": 8.40, "homo_energy_ha": -0.29199, "molar_mass_g_mol": 826.793, "smiles": "c1cc[nH]c1.c1cc[nH]c1.C1CCOC1.C1CCOC1.C1CCOC1.C1CCOC1.C1CCOC1.C1CCOC1.C1CCOC1.BrCCBr", "de_lowest_ev": 0.000, "elements": ["C", "C", "C", "O", "C", "H", "H", "H", "H", "H", "H", "H", "H", "C", "C", "C", "O", "C", "H", "H", "H", "H", "H", "H", "H", "H", "C", "C", "C", "O", "C", "H", "H", "H", "H", "H", "H", "H", "H", "C", "C", "C", "O", "C", "H", "H", "H", "H", "H", "H", "H", "H", "C", "C", "C", "O", "C", "H", "H", "H", "H", "H", "H", "H", "H", "C", "C", "C", "O", "C", "H", "H", "H", "H", "H", "H", "H", "H", "C", "C", "C", "O", "C", "H", "H", "H", "H", "H", "H", "H", "H", "Br", "C", "C", "Br", "H", "H", "H", "H", "N", "C", "C", "C", "C", "H", "H", "H", "H", "H", "N", "C", "C", "C", "C", "H", "H", "H", "H", "H"], "coordinates": [[1.803, 1.963, 4.266], [2.232, 3.478, 4.238], [0.974, 4.181, 3.607], [-0.127, 3.384, 3.844], [0.294, 2.061, 4.409], [2.279, 1.422, 5.090], [2.179, 1.508, 3.341], [3.060, 3.604, 3.542], [2.497, 3.816, 5.233], [1.081, 4.352, 2.534], [0.837, 5.166, 4.080], [-0.219, 1.244, 3.897], [0.012, 2.110, 5.477], [-5.210, -0.527, 2.486], [-4.758, -0.871, 3.924], [-3.624, -1.908, 3.668], [-3.093, -1.601, 2.386], [-3.895, -0.555, 1.705], [-5.794, 0.398, 2.321], [-5.933, -1.277, 2.102], [-5.575, -1.261, 4.513], [-4.319, 0.000, 4.425], [-4.029, -2.924, 3.737], [-2.808, -1.797, 4.380], [-3.976, -0.852, 0.661], [-3.381, 0.417, 1.846], [-4.867, -1.846, -2.094], [-3.421, -1.241, -1.902], [-2.667, -2.336, -1.163], [-3.615, -3.290, -0.736], [-4.955, -2.821, -0.925], [-4.958, -2.421, -3.030], [-5.688, -1.129, -2.130], [-3.491, -0.294, -1.364], [-2.951, -1.079, -2.877], [-2.097, -1.901, -0.342], [-2.011, -2.797, -1.889], [-5.283, -2.314, 0.002], [-5.616, -3.657, -1.143], [5.109, -1.794, -1.727], [4.162, -2.597, -0.916], [4.428, -2.038, 0.492], [5.229, -0.884, 0.383], [5.259, -0.526, -0.931], [4.827, -1.469, -2.747], [6.057, -2.315, -1.847], [4.492, -3.638, -0.993], [3.111, -2.595, -1.191], [4.836, -2.771, 1.194], [3.468, -1.734, 0.950], [6.192, -0.044, -1.223], [4.422, 0.151, -1.154], [-4.394, 1.809, -3.381], [-4.503, 2.768, -4.512], [-3.063, 2.811, -4.980], [-2.296, 2.848, -3.849], [-3.039, 2.125, -2.804], [-4.404, 0.797, -3.800], [-5.169, 1.863, -2.617], [-4.814, 3.732, -4.095], [-5.252, 2.495, -5.251], [-2.815, 3.637, -5.659], [-2.715, 1.923, -5.535], [-3.055, 2.810, -1.952], [-2.464, 1.226, -2.597], [1.536, -2.721, 3.817], [1.454, -3.576, 2.597], [-0.015, -3.961, 2.488], [-0.550, -3.947, 3.755], [0.270, -3.192, 4.603], [1.473, -1.646, 3.656], [2.469, -2.938, 4.339], [2.036, -4.505, 2.709], [1.857, -3.148, 1.676], [-0.175, -4.888, 1.951], [-0.523, -3.170, 1.889], [0.544, -3.729, 5.514], [-0.286, -2.296, 4.905], [-0.438, 0.363, 0.779], [0.805, -0.494, 0.437], [0.743, -0.503, -1.069], [-0.188, 0.483, -1.477], [-0.435, 1.303, -0.392], [-0.355, 0.797, 1.771], [-1.356, -0.226, 0.689], [0.663, -1.472, 0.907], [1.689, -0.034, 0.874], [0.361, -1.453, -1.395], [1.694, -0.271, -1.567], [-1.358, 1.858, -0.563], [0.316, 2.117, -0.228], [1.567, -5.009, -5.103], [1.346, -4.432, -3.271], [0.264, -5.191, -2.662], [-0.020, -4.528, -0.893], [1.145, -3.373, -3.235], [2.266, -4.633, -2.731], [0.530, -6.227, -2.570], [-0.635, -5.065, -3.250], [0.518, 3.509, -3.645], [1.711, 3.197, -3.060], [2.529, 4.272, -3.173], [1.762, 5.301, -3.878], [0.528, 4.766, -4.135], [-0.295, 2.911, -3.693], [1.879, 2.266, -2.549], [3.520, 4.345, -2.754], [2.052, 6.273, -4.238], [-0.324, 5.149, -4.668], [5.084, 3.768, -0.093], [5.557, 2.631, 0.534], [4.515, 2.028, 1.125], [3.427, 2.946, 1.005], [3.805, 3.971, 0.200], [5.674, 4.342, -0.655], [6.596, 2.377, 0.488], [4.591, 1.236, 1.852], [2.430, 2.702, 1.331], [3.252, 4.725, -0.320]], "forces_ev_per_a": [[0.7, 1.2, -0.1], [-0.8, -0.7, -1.1], [1.7, 0.6, 0.8], [-0.7, -2.6, 0.6], [-0.2, 1.2, 0.0], [-0.2, 0.1, 0.0], [-0.5, -0.1, 0.1], [0.3, 0.1, 0.3], [-0.1, 0.3, 0.1], [0.3, -0.1, -0.1], [-0.1, -0.2, -0.1], [-0.3, 0.3, 0.1], [0.0, -0.3, -0.5], [-0.7, -0.2, -0.5], [0.6, 0.1, -0.7], [-0.7, 0.9, 0.2], [-0.5, 0.7, -1.0], [0.4, -0.7, 1.6], [0.6, 0.0, 0.5], [0.7, -0.1, 0.3], [-0.1, -0.1, 0.3], [-0.3, 0.0, -0.1], [0.2, 0.0, -0.3], [-0.1, -0.1, 0.2], [0.0, 0.3, 0.1], [-0.1, -0.4, -0.4], [0.6, -0.2, -0.2], [-1.4, -0.1, -0.9], [-0.5, 0.7, -0.5], [-0.4, -0.6, 0.3], [0.5, 0.6, 0.2], [0.3, 0.2, 0.2], [0.2, 0.2, 0.2], [0.2, -0.1, 0.0], [-0.1, 0.3, 0.2], [0.1, -0.4, 0.2], [0.4, -0.3, 0.2], [-0.1, -0.2, -0.3], [0.1, -0.2, 0.2], [0.3, 1.2, -2.0], [0.2, -1.5, 0.5], [-1.8, -0.2, 0.9], [0.8, -0.7, 1.7], [0.2, 0.8, -1.8], [-0.3, -0.6, 0.3], [0.2, 0.0, 0.2], [-0.3, -0.1, 0.3], [-0.1, 0.4, -0.1], [0.5, 0.2, -0.2], [0.2, -0.1, -0.1], [0.0, 0.3, 0.4], [0.1, 0.1, -0.1], [-0.2, -1.1, 0.4], [-0.6, 0.9, -0.3], [-0.1, -0.1, -2.3], [0.2, 0.1, 2.1], [1.3, 0.4, -0.3], [0.0, 0.0, 0.3], [-0.1, 0.1, -0.1], [0.3, 0.2, -0.3], [0.1, -0.1, -0.2], [-0.1, 0.2, 0.4], [-0.8, -0.2, -0.2], [-0.1, -0.3, 0.1], [0.0, 0.0, 0.4], [-0.3, -0.3, 0.9], [0.5, -1.4, -1.2], [0.1, 1.6, -2.1], [-0.2, -0.9, 1.1], [0.6, 1.4, 0.7], [0.1, 0.0, -0.3], [-0.2, 0.2, 0.2], [-0.1, 0.2, 0.3], [-0.2, 0.2, 0.1], [-0.1, -0.4, 0.3], [0.0, -0.3, 0.1], [-0.2, -0.3, -0.1], [0.0, -0.1, 0.2], [0.1, -0.3, 0.0], [-1.0, 0.0, 1.2], [0.8, -0.1, -0.5], [-0.1, 0.0, -1.0], [-0.1, 2.1, 1.1], [-0.2, 0.2, 0.0], [0.2, -0.1, 0.4], [0.3, 0.0, -0.3], [0.2, 0.1, -0.2], [0.0, -0.6, -0.5], [0.0, -0.3, 0.2], [-0.2, -0.3, 0.0], [0.1, -0.6, -0.4], [0.1, 0.1, -0.2], [1.3, 0.5, -0.1], [-1.0, -0.6, 0.0], [-0.1, 0.1, 0.7], [0.0, 0.3, -0.3], [0.3, 0.1, -0.2], [-0.1, -0.5, 0.0], [-0.4, -0.2, 0.2], [-0.5, -1.1, 0.2], [-0.3, -0.1, 0.1], [-0.3, 1.6, -0.6], [0.5, -0.6, 0.2], [0.5, 0.1, -0.1], [0.0, 0.0, 0.1], [-0.1, -0.2, -0.1], [0.0, 0.0, -0.2], [0.3, 0.1, 0.2], [0.0, 0.1, 0.0], [2.5, -0.5, 0.0], [0.7, 0.6, -1.2], [-0.6, 0.7, 1.8], [-1.2, -1.4, 0.0], [-1.2, 0.1, -0.2], [0.0, 0.4, -0.2], [0.2, -0.1, -0.1], [-0.1, -0.3, -0.4], [-0.2, 0.3, 0.1], [-0.3, 0.3, 0.2]], "lowdin_charge": [-0.17, -0.13, -0.24, -0.15, -0.15, 0.11, 0.09, 0.08, 0.10, 0.10, 0.12, 0.09, 0.12, -0.17, -0.14, -0.20, -0.16, -0.16, 0.11, 0.11, 0.10, 0.11, 0.12, 0.10, 0.08, 0.12, -0.14, -0.16, -0.26, -0.13, -0.19, 0.11, 0.10, 0.09, 0.11, 0.09, 0.07, 0.10, 0.12, -0.18, -0.16, -0.18, -0.12, -0.27, 0.13, 0.12, 0.11, 0.09, 0.12, 0.09, 0.13, 0.12, -0.19, -0.16, -0.25, -0.17, -0.15, 0.11, 0.12, 0.12, 0.12, 0.13, 0.13, 0.13, 0.08, -0.15, -0.20, -0.27, -0.11, -0.19, 0.10, 0.11, 0.12, 0.08, 0.08, 0.10, 0.12, 0.11, -0.13, -0.14, -0.19, -0.13, -0.24, 0.10, 0.08, 0.08, 0.10, 0.08, 0.12, 0.11, 0.13, 0.66, -0.76, -0.73, 0.82, 0.05, 0.05, 0.06, 0.06, 0.02, -0.14, -0.11, -0.10, -0.15, 0.11, 0.10, 0.07, 0.08, 0.11, 0.02, -0.13, -0.11, -0.12, -0.15, 0.14, 0.11, 0.10, 0.07, 0.11]}

{"formula": "C3H20N2O5", "method": "ωB97M-V/def2-TZVPD", "orbital_gap_ev": 8.81, "homo_energy_ha": -0.31483, "molar_mass_g_mol": 164.202, "smiles": "CNCCN.O.O.O.O.O", "de_lowest_ev": 1.183, "elements": ["N", "C", "C", "N", "C", "H", "H", "H", "H", "H", "H", "H", "H", "H", "H", "H", "H", "O", "H", "H", "O", "H", "H", "O", "H", "H", "O", "H", "H", "O"], "coordinates": [[-0.506, 0.990, 0.945], [0.770, 1.712, 0.925], [1.699, 1.188, -0.140], [1.104, 0.976, -1.459], [0.449, 2.140, -2.037], [-0.899, 0.826, 0.030], [-1.218, 1.383, 1.541], [0.602, 2.791, 0.931], [1.147, 1.522, 1.932], [2.516, 1.880, -0.352], [2.143, 0.245, 0.197], [0.484, 0.178, -1.435], [1.219, 2.887, -2.160], [-0.109, 1.811, -2.907], [-0.318, 2.568, -1.374], [-1.086, -1.786, 1.277], [-0.928, -3.314, 1.101], [-1.247, -2.519, 0.671], [-2.270, 0.184, -2.015], [-1.980, -0.007, -3.526], [-1.903, 0.626, -2.804], [0.848, -1.554, 1.502], [0.176, -0.374, 2.324], [0.663, -1.213, 2.379], [2.150, -3.717, 1.498], [2.692, -2.985, 2.654], [2.984, -3.313, 1.792], [-3.622, -1.197, -1.070], [-2.480, -1.249, 0.047], [-3.079, -0.678, -0.468]], "forces_ev_per_a": [[-0.2, -0.8, -0.2], [-1.0, 0.4, 1.5], [0.2, -0.1, -1.0], [-0.1, -0.5, 0.3], [-0.2, -0.5, 0.9], [-0.1, 0.2, -0.1], [0.1, 0.4, -0.1], [0.1, 0.2, -0.6], [0.8, 0.1, -0.1], [0.1, 0.2, 0.6], [0.0, 0.1, -0.1], [-0.1, 0.0, -0.2], [0.1, 0.4, -0.6], [0.5, 0.4, -0.3], [0.0, 0.1, 0.1], [0.4, -0.2, 0.4], [-0.1, 0.0, 0.2], [-0.2, 0.2, -0.4], [0.0, 0.1, -0.2], [0.0, 0.0, 0.1], [-0.3, -0.3, 0.1], [0.1, 0.6, -0.3], [0.2, -0.3, -0.8], [0.1, -0.5, 1.1], [0.6, -0.1, -0.3], [0.4, 0.2, 0.0], [-1.0, -0.2, 0.2], [0.2, -0.4, 0.4], [-0.6, -0.4, -0.7], [0.2, 0.7, 0.0]], "lowdin_charge": [-0.01, -0.27, -0.23, -0.13, -0.14, 0.04, 0.09, 0.10, 0.10, 0.11, 0.11, 0.08, 0.08, 0.05, 0.07, 0.01, 0.06, -0.05, 0.00, 0.05, -0.07, 0.01, 0.01, -0.08, 0.03, 0.03, -0.06, 0.06, 0.00, -0.06]}

{"formula": "C11H13N2O", "method": "ωB97M-V/def2-TZVPD", "orbital_gap_ev": 8.19, "homo_energy_ha": -0.43134, "total_charge": 1, "molar_mass_g_mol": 189.238, "smiles": "CC(C)=C1[NH+]=CN(O)c2ccccc21", "de_lowest_ev": 2.458, "elements": ["C", "C", "C", "C", "C", "C", "C", "C", "C", "C", "C", "N", "N", "O", "H", "H", "H", "H", "H", "H", "H", "H", "H", "H", "H", "H", "H"], "coordinates": [[-1.295, -2.692, 0.255], [-2.509, -2.116, 0.135], [-0.238, -1.813, 0.390], [-2.732, -0.810, -0.098], [-0.453, -0.446, 0.119], [-1.724, 0.076, -0.123], [-0.829, 2.264, 0.299], [0.671, 0.487, 0.355], [1.991, 0.330, -0.147], [2.942, 1.466, -0.028], [2.528, -0.961, -0.578], [-1.767, 1.507, -0.207], [0.301, 1.776, 0.764], [-2.876, 2.079, -0.705], [-1.285, -3.804, 0.318], [-3.359, -2.776, 0.003], [0.721, -2.077, 0.660], [-3.823, -0.634, -0.191], [-1.211, 3.341, 0.460], [3.253, 1.547, 0.947], [3.773, 1.091, -0.577], [2.422, 2.357, -0.417], [1.767, -1.511, -1.159], [3.486, -0.807, -1.285], [2.865, -1.611, 0.348], [0.981, 2.383, 1.253], [-3.600, 1.353, -0.791]], "forces_ev_per_a": [[0.9, -1.2, 0.8], [-1.5, -2.3, -1.2], [-1.6, 1.2, -1.1], [-3.6, 1.2, -0.1], [1.2, -0.3, 1.6], [2.6, 0.6, 0.3], [-2.0, 2.5, 1.0], [3.5, -1.3, -2.8], [-3.7, 0.5, 2.5], [-1.6, -0.6, -2.0], [2.3, -1.6, -0.7], [0.6, -2.1, 0.1], [0.0, 1.2, 0.3], [-2.6, -0.4, -0.6], [0.6, 1.1, 0.1], [-0.1, 0.1, 0.4], [1.7, -0.8, 0.5], [0.8, 0.7, -0.1], [1.2, -1.7, -0.3], [0.8, 0.7, 2.5], [0.9, 0.8, -0.7], [0.9, 0.0, 0.1], [0.5, -0.1, 0.3], [-2.2, -0.4, 1.7], [-0.5, 1.2, -1.9], [-0.9, -0.5, -0.5], [1.8, 1.6, 0.3]], "lowdin_charge": [-0.03, -0.09, 0.01, -0.03, -0.07, -0.11, 0.00, -0.13, -0.26, -0.03, -0.07, -0.07, 0.12, 0.08, 0.14, 0.13, 0.08, 0.14, 0.21, 0.07, 0.07, 0.10, 0.08, 0.14, 0.14, 0.19, 0.17]}